[1]
C2H3N2S | ωB97M-V/def2-TZVPD

Geometry as XYZ:
```
8
Properties=species:S:1:pos:R:3:lowdin_charge:R:1
C -1.289 -1.129 0.041 -0.18
C -0.281 -0.181 0.320 -0.16
N -2.198 -1.808 0.038 0.24
N 0.976 -0.443 -0.428 -0.41
S 2.343 -0.865 0.115 1.15
H -0.518 0.880 0.107 0.17
H 0.033 -0.069 1.306 0.11
H 1.009 -0.270 -1.373 0.07
```

The calculation puts the electronic energy at -15927.2640 eV. The net charge is +1. Its SMILES is N#CC[NH+]=S. The HOMO energy is -16.6256 eV. The value obtained for the energy above the lowest of the compared OMol25 structures with the same formula, charge and spin is 8.31 kcal per mole. The gap between HOMO and LUMO is 7.91 eV.



[2]
C4H4N2 | ωB97M-V/def2-TZVPD

Geometry as XYZ:
```
10
Properties=species:S:1:pos:R:3:lowdin_charge:R:1
C -1.165 -1.736 -1.408 -0.12
C -1.146 -2.065 -2.755 -0.03
C -0.267 -0.567 -2.786 -0.12
C 0.138 0.982 0.816 0.01
N -0.611 -1.435 -3.702 0.13
N -0.419 -0.577 -1.504 0.07
H -1.438 -2.211 -0.485 0.10
H 0.194 0.111 1.534 -0.01
H 1.196 1.246 0.560 -0.02
H -0.770 1.354 0.229 0.00
```

The calculation puts the electronic energy at -7183.4000 eV. The HOMO energy (alpha / beta) is -9.6074 / -8.3435 eV. The value obtained for the energy above the lowest of the compared OMol25 structures with the same formula, charge and spin is 214.20 kcal per mole. The gap between HOMO and LUMO (alpha / beta) is 8.05 / 6.30 eV.



[3]
C29H44NO2P3STc | ωB97M-V/def2-TZVPD

Geometry as XYZ:
```
81
Properties=species:S:1:pos:R:3:lowdin_charge:R:1
P 4.192 -1.571 -0.875 1.08
C 4.504 -1.088 0.887 -0.23
H 5.582 -1.188 1.105 0.09
H 3.932 -1.763 1.542 0.04
H 4.154 -0.059 1.079 0.05
C 5.695 -2.522 -1.353 -0.21
H 5.813 -2.463 -2.444 0.07
H 5.540 -3.585 -1.103 0.07
H 6.584 -2.125 -0.859 0.08
C 4.636 0.103 -1.575 -0.22
H 5.729 0.240 -1.455 0.09
H 4.087 0.908 -1.042 0.05
H 4.357 0.131 -2.643 0.04
P -1.302 4.917 -1.339 1.02
C -1.340 5.419 0.424 -0.21
H -1.289 6.505 0.591 0.09
H -0.441 4.931 0.862 0.05
H -2.273 5.009 0.856 0.07
C -0.105 6.014 -2.258 -0.21
H -0.134 5.694 -3.326 0.06
H 0.884 5.801 -1.794 0.06
H -0.325 7.098 -2.201 0.09
C -2.943 5.274 -2.171 -0.20
H -3.182 6.358 -2.203 0.09
H -3.730 4.727 -1.600 0.06
H -2.829 4.865 -3.208 0.06
P -2.395 -3.586 -0.525 1.03
C -3.232 -3.007 1.006 -0.21
H -4.331 -3.147 0.894 0.09
H -2.990 -1.929 1.168 0.06
H -2.829 -3.618 1.839 0.05
C -3.624 -2.886 -1.736 -0.22
H -4.592 -3.352 -1.465 0.08
H -3.316 -3.163 -2.759 0.05
H -3.702 -1.780 -1.686 0.06
C -2.637 -5.376 -0.594 -0.21
H -3.718 -5.589 -0.585 0.09
H -2.127 -5.806 0.290 0.07
H -2.139 -5.776 -1.505 0.08
Tc -0.133 0.500 -2.347 1.10
C 0.806 1.681 -0.999 -0.14
O 1.260 2.263 -0.089 0.10
C -1.804 0.960 -1.254 -0.14
O -2.660 1.145 -0.489 0.13
C -1.411 0.445 -3.944 -0.17
C -0.824 -0.834 -3.769 -0.18
C 0.574 -0.939 -3.648 -0.18
C 1.356 0.237 -3.766 -0.16
C 0.753 1.525 -3.847 -0.20
C -0.653 1.647 -3.879 -0.24
H -2.481 0.539 -4.044 0.14
H -1.414 -1.732 -3.575 0.12
H 1.007 -1.880 -3.347 0.13
H 2.422 0.126 -3.643 0.10
H 1.303 2.459 -3.862 0.14
H -1.108 2.640 -3.914 0.13
N -0.494 -0.439 0.576 -0.36
S 0.672 -0.735 1.589 0.97
C 0.609 0.629 2.724 -0.43
C -0.346 1.619 2.520 -0.12
C -0.522 2.637 3.463 -0.05
C 0.287 2.674 4.607 -0.03
C 1.285 1.699 4.799 -0.03
C 1.462 0.682 3.846 -0.06
C 0.138 -2.087 2.645 -0.40
C -0.789 -1.878 3.666 -0.06
C -1.311 -2.962 4.377 -0.04
C -0.910 -4.262 4.051 -0.04
C 0.005 -4.481 3.005 -0.06
C 0.529 -3.393 2.294 -0.11
H -0.851 -1.323 0.191 -0.05
H -0.979 1.549 1.646 0.07
H -1.298 3.390 3.310 0.11
H 0.147 3.460 5.358 0.13
H 1.926 1.722 5.696 0.13
H 2.230 -0.088 3.982 0.12
H -1.117 -0.863 3.873 0.12
H -2.037 -2.797 5.178 0.13
H -1.315 -5.117 4.605 0.13
H 0.312 -5.502 2.731 0.12
H 1.208 -3.531 1.445 0.10
```

The calculation puts the electronic energy at -77227.5894 eV. As for the spin multiplicity: 4. The net charge is +4. The HOMO energy (alpha / beta) is -17.9828 / -17.9658 eV. The value obtained for the energy above the lowest of the compared OMol25 structures with the same formula, charge and spin is 45.67 kcal per mole. The gap between HOMO and LUMO (alpha / beta) is 6.78 / 4.14 eV. The expectation value of S² is 3.76.



[4]
C31H47ClN6OPS2SeW | ωB97M-V/def2-TZVPD

Geometry as XYZ:
```
91
Properties=species:S:1:pos:R:3:lowdin_charge:R:1
W 0.303 -0.612 -0.465 1.32
N 1.803 0.731 -1.400 -0.11
C 3.007 0.089 -1.966 -0.19
C 2.484 -0.947 -2.928 -0.19
N 1.399 -1.701 -2.246 -0.07
H 1.299 1.171 -2.188 -0.06
H 2.016 1.517 -0.788 0.07
H 3.594 -0.363 -1.168 0.10
H 3.625 0.823 -2.484 0.13
H 3.271 -1.621 -3.263 0.13
H 2.050 -0.455 -3.796 0.08
H 1.795 -2.534 -1.822 0.06
H 0.721 -2.010 -2.933 0.04
C -0.262 -0.916 4.353 -0.07
C 0.746 0.219 4.155 -0.18
C 0.161 1.403 3.396 -0.14
C -0.575 2.332 4.279 -0.02
C -1.387 3.286 3.837 -0.02
C -1.611 3.491 2.380 -0.18
C -0.489 2.870 1.523 -0.23
C 0.995 4.414 0.254 -0.31
C 2.509 4.392 0.375 -0.04
C 0.189 1.641 2.065 -0.14
N 0.920 0.756 1.201 -0.03
C 2.144 0.513 1.558 -0.09
C 2.730 -0.716 1.170 -0.34
C 3.918 -1.360 1.491 -0.02
C 3.792 -2.671 1.016 -0.06
C 2.534 -2.767 0.427 -0.17
N 1.878 -1.586 0.515 -0.14
H 0.138 -1.660 5.043 0.08
H -0.472 -1.409 3.405 0.05
H -1.206 -0.547 4.754 0.07
H 1.645 -0.196 3.709 0.09
H 1.050 0.588 5.136 0.11
H -0.455 2.178 5.346 0.12
H -1.938 3.911 4.532 0.12
H -2.635 3.216 2.112 0.14
H 0.688 5.358 -0.210 0.15
H 0.454 3.477 -1.529 0.09
H 2.875 5.287 0.882 0.09
H 2.977 4.352 -0.612 0.08
H 2.838 3.521 0.953 0.07
H 2.678 1.199 2.209 0.15
H 4.753 -0.936 2.028 0.12
H 4.512 -3.468 1.108 0.10
H 2.069 -3.642 -0.007 0.10
Cl -2.513 3.933 -1.891 0.71
C -1.776 4.008 -0.324 -0.61
C -1.879 5.043 0.492 -0.05
C -1.156 4.867 1.806 -0.14
C 0.264 4.230 1.584 -0.10
N 0.522 3.251 -0.540 0.04
C -0.801 2.894 0.011 -0.27
H -2.471 5.922 0.270 0.12
H -1.216 5.736 2.457 0.15
H 0.910 4.355 2.453 0.16
H -1.151 1.944 -0.386 0.06
Se -3.640 0.061 2.339 0.72
C -2.220 -0.282 1.409 -0.91
N -1.292 -0.561 0.731 -0.22
C -0.698 -3.848 -3.306 -0.13
C -0.498 -4.175 -1.810 -0.37
P -1.003 -2.846 -0.651 0.88
C -2.785 -2.663 -1.020 -0.39
C -3.654 -3.852 -0.612 -0.12
C -0.906 -3.601 1.024 -0.38
C -0.928 -5.127 1.112 -0.13
H -1.329 -4.597 -3.782 0.08
H 0.248 -3.854 -3.848 0.07
H -1.181 -2.881 -3.471 0.05
H 0.533 -4.463 -1.596 0.07
H -1.105 -5.035 -1.531 0.07
H -2.867 -2.473 -2.090 0.06
H -3.128 -1.754 -0.529 0.05
H -3.340 -4.784 -1.086 0.07
H -4.680 -3.661 -0.924 0.08
H -3.664 -4.000 0.468 0.07
H -1.737 -3.167 1.584 0.08
H 0.001 -3.214 1.491 0.05
H -1.825 -5.559 0.671 0.06
H -0.903 -5.424 2.161 0.08
H -0.060 -5.577 0.627 0.07
C -1.931 1.572 -5.810 -0.06
O -1.970 0.908 -4.532 -0.23
C -0.956 0.991 -3.694 -1.20
S 0.442 1.827 -4.033 0.71
S -1.369 0.056 -2.286 0.64
H -2.619 1.019 -6.441 0.10
H -0.928 1.565 -6.224 0.05
H -2.273 2.597 -5.681 0.10
```

The calculation puts the electronic energy at -154547.3299 eV. As for the spin multiplicity: 3. The net charge is +1. The HOMO energy (alpha / beta) is -9.8772 / -10.3643 eV. The value obtained for the energy above the lowest of the compared OMol25 structures with the same formula, charge and spin is 22.12 kcal per mole. The gap between HOMO and LUMO (alpha / beta) is 7.14 / 6.74 eV. The expectation value of S² is 2.03.



[5]
C2H8NO | ωB97M-V/def2-TZVPD

Geometry as XYZ:
```
12
Properties=species:S:1:pos:R:3:lowdin_charge:R:1
O -2.670 -0.726 1.104 -0.65
H -3.144 0.057 0.718 -0.17
C 0.563 0.515 -1.320 -0.20
N -0.052 0.469 0.017 -0.21
C 0.848 -0.317 0.915 -0.18
H 0.354 -0.470 -1.781 0.06
H 0.139 1.430 -1.860 0.07
H 1.657 0.655 -1.229 0.05
H -1.062 0.040 0.164 0.08
H 0.991 -1.350 0.425 0.08
H 0.517 -0.347 1.896 0.04
H 1.858 0.043 0.950 0.04
```

The calculation puts the electronic energy at -5740.0143 eV. The net charge is -1. The HOMO energy is -2.5741 eV. The value obtained for the energy above the lowest of the compared OMol25 structures with the same formula, charge and spin is 26.74 kcal per mole. The gap between HOMO and LUMO is 6.80 eV.



[6]
C40H44BrFePSe | ωB97M-V/def2-TZVPD

Geometry as XYZ:
```
88
Properties=species:S:1:pos:R:3:lowdin_charge:R:1
Fe -0.451 0.311 0.231 0.40
Br 0.665 2.523 -0.219 0.86
C -0.898 3.668 -0.139 -0.51
C -0.743 5.025 -0.210 -0.13
C -1.881 5.839 -0.174 -0.10
C -3.120 5.273 -0.071 -0.05
C -3.284 3.876 0.008 -0.18
C -4.561 3.296 0.120 -0.06
C -4.682 1.937 0.219 -0.10
C -3.545 1.120 0.210 -0.15
C -2.255 1.602 0.070 -0.16
C -2.144 3.022 -0.024 -0.24
H 0.243 5.456 -0.281 0.10
H -1.765 6.912 -0.231 0.10
H -4.003 5.896 -0.033 0.10
H -5.432 3.941 0.132 0.10
H -5.664 1.478 0.294 0.09
H -3.688 0.054 0.323 0.03
C 1.561 -2.015 0.974 0.03
C 2.114 -1.782 2.221 -0.32
C 1.782 -2.593 3.342 -0.05
C 2.287 -2.332 4.590 -0.11
C 3.160 -1.269 4.792 -0.10
C 3.531 -0.478 3.707 -0.08
C 3.028 -0.719 2.454 -0.02
H 0.962 -2.896 0.812 0.04
H 1.842 -1.431 0.112 -0.03
H 1.110 -3.428 3.193 0.10
H 1.996 -2.952 5.428 0.10
H 3.527 -1.052 5.785 0.10
H 4.223 0.340 3.861 0.10
H 3.338 -0.112 1.618 0.10
C -3.923 -1.804 -2.153 -0.16
C -3.710 -2.309 -0.732 -0.42
P -1.951 -1.993 -0.161 0.98
C -1.177 -3.468 -1.024 -0.40
C -1.438 -4.853 -0.448 -0.15
C -2.100 -2.477 1.636 -0.40
C -3.193 -3.431 2.112 -0.15
H -4.920 -2.063 -2.509 0.07
H -3.195 -2.238 -2.836 0.05
H -3.811 -0.723 -2.192 0.06
H -3.918 -3.381 -0.668 0.07
H -4.400 -1.795 -0.060 0.06
H -0.102 -3.279 -1.061 0.05
H -1.532 -3.423 -2.059 0.07
H -1.028 -4.946 0.555 0.06
H -0.971 -5.608 -1.079 0.07
H -2.501 -5.074 -0.405 0.05
H -2.200 -1.517 2.157 0.05
H -1.116 -2.856 1.923 0.05
H -4.182 -2.996 1.994 0.06
H -3.050 -3.627 3.175 0.07
H -3.158 -4.383 1.589 0.05
C -0.333 0.268 2.241 -0.09
C -0.229 0.220 3.460 -0.14
C -0.114 0.140 4.864 -0.27
C -0.753 -0.879 5.579 -0.05
C -0.651 -0.945 6.953 -0.10
C 0.089 0.000 7.648 -0.11
C 0.730 1.013 6.951 -0.10
C 0.632 1.085 5.577 -0.04
H -1.331 -1.620 5.042 0.11
H -1.154 -1.736 7.495 0.10
H 0.165 -0.052 8.726 0.09
H 1.308 1.755 7.490 0.10
H 1.136 1.875 5.040 0.12
C 8.596 -0.029 0.493 -0.07
C 7.189 0.012 -0.038 -0.30
C 6.402 1.146 0.080 -0.04
C 5.122 1.206 -0.448 -0.33
C 4.314 2.457 -0.314 -0.13
C 4.597 0.085 -1.105 -0.60
Se 2.847 0.180 -1.869 0.48
C 5.371 -1.073 -1.225 -0.32
C 4.844 -2.295 -1.916 -0.11
C 6.651 -1.089 -0.692 -0.04
H 8.862 0.918 0.961 0.06
H 9.302 -0.221 -0.317 0.07
H 8.712 -0.826 1.230 0.07
H 6.790 2.016 0.596 0.10
H 4.892 3.256 0.150 0.07
H 3.423 2.270 0.287 0.01
H 3.961 2.789 -1.292 0.05
H 4.100 -2.003 -2.654 0.00
H 4.354 -2.950 -1.194 0.08
H 5.645 -2.846 -2.406 0.07
H 7.246 -1.989 -0.792 0.11
```

The calculation puts the electronic energy at -221257.1921 eV. As for the spin multiplicity: 6. The net charge is -1. The HOMO energy (alpha / beta) is -3.5859 / -3.5828 eV. The gap between HOMO and LUMO (alpha / beta) is 6.00 / 5.32 eV. The expectation value of S² is 8.81.



[7]
C19H36Br14F3N4O | ωB97M-V/def2-TZVPD

Geometry as XYZ:
```
77
Properties=species:S:1:pos:R:3:lowdin_charge:R:1
N -2.740 1.364 -0.547 0.19
C -1.461 1.140 -0.235 -0.40
N -0.441 1.970 -0.192 0.19
C 0.664 1.261 0.140 -0.32
N 0.263 0.006 0.279 -0.10
C 1.167 -1.101 0.619 -0.06
C 1.070 -2.320 -0.326 -0.23
O -0.087 -3.105 -0.103 -0.10
C 1.207 -2.001 -1.825 -0.60
F 0.966 -3.146 -2.493 0.15
F 0.328 -1.114 -2.291 0.13
F 2.459 -1.644 -2.125 0.11
N -1.043 -0.112 0.060 0.21
H -3.459 0.844 -0.064 0.11
H -3.032 2.031 -1.246 0.13
H 1.673 1.624 0.234 0.04
H 2.208 -0.773 0.732 0.13
H 0.860 -1.465 1.622 0.14
H 1.926 -2.976 -0.077 0.18
H -0.591 -2.725 0.628 0.03
H -1.584 -0.972 0.110 0.10
Br -1.301 1.368 4.506 0.59
C -1.085 3.216 3.928 -0.70
C -2.412 3.923 3.846 -0.68
Br -3.398 3.391 2.254 0.62
H -0.556 3.193 2.979 0.00
H -0.451 3.680 4.683 0.06
H -2.268 4.997 3.748 0.06
H -3.055 3.723 4.698 0.06
Br -2.879 -3.286 -0.544 0.74
C -2.580 -5.177 -0.908 -0.63
C -3.709 -5.759 -1.714 -0.68
Br -5.279 -6.072 -0.606 0.62
H -2.443 -5.667 0.052 0.06
H -1.646 -5.215 -1.466 0.07
H -3.433 -6.737 -2.103 0.07
H -4.021 -5.119 -2.534 0.05
Br 2.397 1.313 -2.649 0.73
C 2.687 3.154 -3.221 -0.65
C 1.399 3.935 -3.211 -0.69
Br 0.279 3.485 -4.738 0.60
H 3.157 3.109 -4.199 0.06
H 3.393 3.571 -2.504 0.06
H 1.599 5.001 -3.308 0.06
H 0.802 3.760 -2.320 0.03
Br 3.641 -0.646 4.826 0.62
C 3.899 1.192 4.238 -0.69
C 2.589 1.926 4.146 -0.60
Br 1.600 1.406 2.545 0.87
H 4.436 1.149 3.292 -0.02
H 4.538 1.646 4.994 0.07
H 2.755 2.997 4.041 0.07
H 1.933 1.746 4.995 0.05
Br -6.599 -2.776 4.664 0.63
C -5.886 -3.276 2.924 -0.70
C -4.386 -3.383 2.954 -0.69
Br -3.546 -1.621 2.946 0.56
H -6.247 -2.541 2.210 0.05
H -6.331 -4.244 2.700 0.06
H -4.020 -3.877 2.056 0.00
H -4.012 -3.904 3.831 0.06
Br -4.165 2.055 -5.959 0.59
C -3.528 1.620 -7.748 -0.69
C -2.024 1.588 -7.803 -0.69
Br -1.272 3.384 -7.823 0.59
H -3.963 2.350 -8.425 0.05
H -3.940 0.637 -7.966 0.06
H -1.684 1.127 -8.729 0.06
H -1.578 1.069 -6.959 0.05
Br 5.848 0.420 0.947 0.61
C 7.340 -0.387 1.909 -0.67
C 8.262 0.662 2.474 -0.70
Br 9.390 1.435 1.091 0.63
H 7.833 -1.061 1.215 0.05
H 6.883 -0.966 2.710 0.06
H 8.950 0.217 3.190 0.06
H 7.732 1.485 2.946 0.05
```

The calculation puts the electronic energy at -1017036.6494 eV. The net charge is +1. The HOMO energy is -11.6142 eV. The gap between HOMO and LUMO is 9.06 eV.



[8]
C18H41N2OP3PbSe | ωB97M-V/def2-TZVPD

Geometry as XYZ:
```
67
Properties=species:S:1:pos:R:3:lowdin_charge:R:1
Pb -0.074 -0.004 1.182 1.07
P -2.726 -0.119 0.571 0.70
P 0.204 -2.718 0.980 0.73
P 0.000 2.710 0.917 0.73
H 1.839 -0.893 -1.011 0.05
C 2.084 0.051 -0.499 -0.17
C 2.668 0.091 0.722 -0.09
H 2.897 -0.815 1.300 0.07
C -2.846 -0.153 -1.232 -0.26
C -3.502 -1.604 1.257 -0.23
C -3.633 1.313 1.204 -0.23
C 1.935 -3.257 1.017 -0.23
C -0.649 -3.697 2.245 -0.21
C -0.445 -3.140 -0.660 -0.23
C 1.685 3.380 0.925 -0.23
C -0.912 3.619 2.195 -0.21
C -0.699 3.066 -0.716 -0.23
H 1.768 0.953 -1.047 0.06
H 2.831 1.027 1.276 0.07
H -3.895 -0.200 -1.572 0.09
H -2.313 -1.015 -1.658 0.02
H -2.382 0.735 -1.688 0.02
H -4.581 -1.635 1.019 0.09
H -3.391 -1.615 2.352 0.06
H -3.044 -2.536 0.893 0.04
H -4.712 1.231 0.978 0.09
H -3.269 2.268 0.797 0.04
H -3.513 1.378 2.297 0.06
H 2.040 -4.343 0.861 0.09
H 2.374 -3.010 1.996 0.07
H 2.536 -2.734 0.262 0.05
H -0.837 -4.739 1.921 0.09
H -1.615 -3.239 2.509 0.03
H -0.054 -3.737 3.175 0.08
H -0.196 -4.181 -0.903 0.09
H -0.003 -2.498 -1.433 0.04
H -1.531 -3.017 -0.741 0.04
H 1.706 4.467 0.741 0.09
H 2.315 2.885 0.174 0.05
H 2.156 3.191 1.901 0.07
H -0.964 4.701 1.975 0.09
H -0.417 3.493 3.171 0.07
H -1.940 3.242 2.315 0.04
H -0.562 4.128 -0.959 0.09
H -1.768 2.831 -0.784 0.04
H -0.202 2.473 -1.495 0.04
C 0.912 0.104 -5.178 -0.52
C 2.013 -0.094 -4.327 -0.10
C 3.310 -0.032 -4.828 0.00
C 3.534 0.215 -6.191 0.05
C 2.438 0.402 -7.049 0.02
C 1.136 0.346 -6.554 -0.04
Se -0.872 0.057 -4.486 1.12
H -0.437 -0.236 -3.073 -0.13
H 1.832 -0.291 -3.270 0.06
H 4.155 -0.177 -4.155 0.13
H 4.552 0.259 -6.578 0.15
H 2.605 0.592 -8.110 0.15
H 0.279 0.491 -7.215 0.13
N 1.198 -0.011 5.510 0.21
C 0.026 0.007 4.829 -0.59
N -1.161 0.010 5.471 0.20
O 0.048 0.020 3.556 -0.25
H 1.251 -0.012 6.538 0.15
H 2.053 -0.014 4.962 0.13
H -2.005 0.019 4.909 0.12
H -1.233 0.008 6.511 0.16
```

The calculation puts the electronic energy at -122779.0551 eV. The net charge is +4. The HOMO energy (alpha / beta) is -19.9608 / -18.3065 eV. The value obtained for the energy above the lowest of the compared OMol25 structures with the same formula, charge and spin is 0.00 kcal per mole. The gap between HOMO and LUMO (alpha / beta) is 6.79 / 4.42 eV.